(1)
Entry from OMol25: the molecule C7H10 (ωB97M-V/def2-TZVPD).

Geometry as XYZ:
```
17
Properties=species:S:1:pos:R:3:forces:R:3:lowdin_charge:R:1
C 2.761 0.299 -0.144 0.125 0.044 0.016 -0.13
C 1.499 -0.547 0.012 -0.055 0.111 -0.178 -0.32
C 0.278 0.153 -0.404 0.075 -0.420 0.031 0.04
C -0.870 -0.743 -0.719 0.080 0.037 -0.010 -0.26
C -1.990 -0.500 0.323 -0.079 -0.007 0.074 -0.22
C -2.261 0.927 0.527 -0.153 0.506 0.067 -0.17
C -2.438 2.108 0.668 0.031 -0.463 -0.064 0.11
H 2.881 0.582 -1.195 0.047 -0.066 0.149 0.07
H 3.662 -0.233 0.174 -0.115 0.051 -0.004 0.07
H 2.663 1.225 0.431 0.037 -0.142 -0.090 0.07
H 1.624 -1.586 -0.342 -0.058 0.144 -0.032 0.11
H 1.245 -0.641 1.094 -0.044 0.016 -0.106 0.15
H -1.252 -0.405 -1.693 0.062 -0.020 0.123 0.12
H -0.666 -1.828 -0.785 0.031 0.179 0.090 0.10
H -1.693 -0.957 1.275 -0.058 0.125 -0.117 0.12
H -2.900 -1.019 0.002 0.121 0.093 0.040 0.11
H -2.544 3.165 0.775 -0.046 -0.187 0.012 0.02
```
Positions in Å, forces in eV/Å.

Properties
**Energy above the lowest of the compared OMol25 structures with the same formula, charge and spin**: 125.29 kcal/mol
**Charge**: 0

=====

(2)
Entry from OMol25: a cluster of 2 separate species, C3H8NO in total at a distorted geometry (ωB97M-V/def2-TZVPD).

Geometry as XYZ:
```
13
Properties=species:S:1:pos:R:3:forces:R:3:lowdin_charge:R:1
C 0.102 -0.514 -3.002 0.699 0.402 -0.310 -0.20
O -0.875 -0.548 -2.009 0.382 -0.305 -1.539 -0.11
H 1.089 -0.867 -2.625 -0.580 -0.131 0.084 0.10
H -0.130 -1.198 -3.859 -0.209 0.208 0.788 0.10
H 0.309 0.489 -3.436 -0.481 -0.342 0.326 0.08
C 0.285 0.658 2.793 -0.794 0.005 -0.299 -0.16
C -0.409 -0.009 0.640 2.243 1.908 0.123 -0.05
N 0.386 0.783 1.310 -1.487 -2.431 -0.936 -0.09
H 0.925 1.387 3.267 0.254 0.137 -0.005 0.05
H 0.551 -0.347 3.177 -0.029 0.442 -0.464 0.08
H -0.746 0.876 3.126 0.293 -0.124 -0.111 0.07
H -0.318 -0.105 -0.530 -0.248 0.475 2.506 0.05
H -1.169 -0.606 1.149 -0.043 -0.245 -0.164 0.08
```
Positions in Å, forces in eV/Å.

Properties
**<S²>**: 0.755
**Multiplicity**: 2
**Energy above the lowest of the compared OMol25 structures with the same formula, charge and spin**: 41.96 kcal/mol
**Charge**: 0

=====

(3)
Entry from OMol25: a structure of composition C34H39CeCl2OP2S3 at a distorted geometry (ωB97M-V/def2-TZVPD).

Geometry as XYZ:
```
82
Properties=species:S:1:pos:R:3:forces:R:3:lowdin_charge:R:1
Ce 1.221 -1.319 -1.084 -1.054 -0.081 1.024 0.26
C 3.454 -3.200 1.682 -0.608 1.034 -1.387 -0.42
C 3.487 -4.326 0.646 -0.277 0.390 -1.072 -0.43
S 2.242 -4.164 -0.690 0.619 -0.182 -0.201 0.85
C 0.969 -5.337 -0.180 -0.270 -0.498 -0.839 -0.46
C -0.452 -4.812 -0.441 0.358 -0.559 -0.369 -0.45
S -0.752 -3.166 0.239 -0.838 -0.549 -0.326 0.86
C -0.638 -3.376 2.037 -0.562 0.842 -0.420 -0.45
C 0.766 -3.364 2.601 0.133 -0.183 1.091 -0.47
S 1.867 -2.267 1.705 1.098 0.467 0.784 0.80
H 4.175 -2.415 1.407 -0.099 -0.297 0.270 0.08
H 3.671 -3.555 2.657 0.233 -0.196 0.976 0.08
H 3.393 -5.314 1.069 -0.080 -0.251 0.138 0.09
H 4.391 -4.316 0.036 0.323 0.005 0.517 0.08
H 1.137 -5.653 0.837 -0.023 0.178 0.406 0.07
H 1.216 -6.209 -0.806 -0.624 0.101 0.245 0.10
H -1.216 -5.519 -0.085 0.278 0.244 0.177 0.10
H -0.626 -4.758 -1.526 0.090 0.324 0.278 0.09
H -1.255 -4.232 2.350 0.330 0.321 -0.056 0.11
H -1.166 -2.448 2.301 0.043 -0.328 0.467 0.08
H 1.187 -4.360 2.640 0.186 -0.205 -0.253 0.08
H 0.800 -3.009 3.654 -0.399 -0.206 -0.603 0.11
O 0.104 -2.379 -2.950 -0.575 0.789 0.532 -0.15
C -0.621 -1.427 -2.509 1.592 -0.790 0.313 -0.49
C -1.872 -1.012 -3.008 -1.546 0.445 -1.355 -0.21
C -2.449 -1.679 -4.144 0.126 0.650 0.757 0.02
C -3.627 -1.155 -4.628 -0.758 0.190 -0.584 -0.05
C -4.263 -0.060 -3.996 -0.720 -0.674 -0.165 -0.02
C -3.773 0.518 -2.829 0.468 -0.111 -0.845 -0.07
C -2.509 0.139 -2.402 0.514 -1.920 -0.478 -0.29
P -1.615 1.029 -1.096 0.100 -0.975 0.845 1.08
C -1.974 2.714 -1.578 0.842 0.685 -0.803 -0.40
C -2.958 3.527 -1.030 -0.214 0.099 -0.097 -0.09
C -3.093 4.822 -1.495 -0.304 0.765 -0.056 -0.07
C -2.299 5.373 -2.492 0.024 -0.588 -0.256 -0.06
C -1.328 4.557 -3.068 1.453 -0.877 -0.423 -0.07
C -1.137 3.224 -2.608 -1.326 1.236 0.193 -0.10
C -2.659 0.714 0.392 -0.846 0.550 0.031 -0.36
C -2.291 1.393 1.569 -0.618 -0.526 0.383 -0.11
C -3.039 1.165 2.741 0.203 0.317 0.381 -0.07
C -4.165 0.317 2.765 0.388 0.281 0.474 -0.07
C -4.541 -0.292 1.583 -0.716 -0.267 -0.262 -0.09
C -3.856 -0.051 0.398 1.371 -0.164 -0.063 -0.08
H -1.972 -2.549 -4.631 -0.188 0.638 0.527 0.14
H -4.126 -1.588 -5.519 0.486 0.306 0.679 0.13
H -5.229 0.259 -4.423 0.608 -0.045 0.359 0.13
H -4.307 1.294 -2.299 -0.072 0.169 -0.198 0.12
H -3.692 3.175 -0.304 0.454 -0.106 0.004 0.12
H -3.862 5.465 -1.092 -0.181 -0.111 0.178 0.11
H -2.531 6.376 -2.856 0.386 -0.278 0.142 0.12
H -0.610 4.906 -3.860 -1.113 -0.169 0.786 0.12
H -0.445 2.574 -3.142 0.088 0.144 0.298 0.07
H -1.469 2.131 1.577 -0.378 -0.643 0.036 0.09
H -2.710 1.674 3.662 -0.333 -0.256 -0.484 0.11
H -4.772 0.125 3.682 0.835 0.345 -0.781 0.13
H -5.417 -0.957 1.572 0.421 0.403 -0.054 0.12
H -4.178 -0.546 -0.513 0.012 0.072 0.146 0.10
Cl 3.956 -1.009 -1.984 0.637 0.976 -1.391 0.57
C 3.565 0.247 -3.342 -1.094 -1.108 0.856 -0.63
Cl 1.817 0.678 -3.005 1.158 0.648 -1.092 0.63
H 3.623 -0.262 -4.313 0.003 0.117 0.542 0.07
H 4.208 1.114 -3.247 -0.051 -0.066 0.250 0.05
C 3.789 2.320 -0.152 -0.464 1.072 -1.269 -0.28
P 2.145 1.768 0.503 0.504 0.794 0.015 0.89
C 1.316 3.442 0.483 0.078 -0.044 -0.957 -0.25
C 2.568 1.654 2.255 0.289 -1.047 0.657 -0.43
C 3.705 0.943 2.696 -0.485 0.644 0.070 -0.11
C 3.924 0.816 4.069 0.033 -0.162 -0.393 -0.09
C 3.051 1.376 5.001 -0.359 -0.017 0.288 -0.07
C 1.922 2.101 4.568 0.282 -0.288 0.338 -0.06
C 1.668 2.149 3.193 -0.778 0.497 -0.061 -0.11
H 4.566 1.572 -0.150 0.165 -0.335 0.202 0.02
H 4.154 3.248 0.323 -0.191 -0.550 0.126 0.07
H 3.631 2.617 -1.222 0.071 -0.313 0.692 0.04
H 1.880 4.218 1.021 -0.023 -0.484 -0.063 0.07
H 0.289 3.450 0.823 -0.177 -0.246 0.299 0.01
H 1.222 3.753 -0.569 0.201 -0.083 0.160 0.04
H 4.404 0.532 1.958 -0.148 0.106 0.416 0.10
H 4.795 0.268 4.415 -0.094 0.041 0.017 0.11
H 3.238 1.158 6.071 -0.161 0.567 -0.766 0.12
H 1.268 2.623 5.299 0.420 -0.670 -0.674 0.12
H 0.717 2.562 2.788 0.845 -0.006 0.730 0.09
```
Positions in Å, forces in eV/Å.

Properties
**<S²>**: 0.751
**Multiplicity**: 2
**Energy above the lowest of the compared OMol25 structures with the same formula, charge and spin**: 0.00 kcal/mol
**Charge**: +2

=====

(4)
Entry from OMol25: a structure of composition C29H27N3NiOP2S2Te at a distorted geometry (ωB97M-V/def2-TZVPD).

Geometry as XYZ:
```
66
Properties=species:S:1:pos:R:3:forces:R:3:lowdin_charge:R:1
Ni -0.879 -2.184 1.303 0.052 -0.657 -0.302 -0.18
S 3.152 -1.277 -0.113 -0.257 0.214 -0.026 0.15
P 1.560 -0.048 -0.015 0.299 -0.124 -0.097 0.38
C 0.005 -0.740 -0.050 0.344 -0.042 0.254 -0.63
P -1.469 0.030 0.057 -0.746 0.652 -0.286 0.35
S -2.962 -1.339 0.081 0.315 0.415 0.067 0.25
C -1.795 1.295 -1.288 -0.125 -0.365 0.115 -0.32
C -1.428 2.631 -1.201 0.153 0.225 -0.008 -0.10
C -1.586 3.495 -2.283 0.009 -0.162 0.136 -0.09
C -2.128 3.025 -3.470 -0.010 -0.010 -0.035 -0.12
C -2.514 1.694 -3.566 0.024 -0.050 0.085 -0.11
C -2.349 0.841 -2.482 -0.026 -0.065 -0.097 -0.12
C -1.778 1.073 1.557 -0.080 -0.032 -0.079 -0.33
C -1.056 0.855 2.724 -0.019 -0.039 0.077 -0.11
C -1.369 1.552 3.887 0.013 -0.051 -0.062 -0.08
C -2.397 2.480 3.895 -0.044 0.033 -0.043 -0.11
C -3.136 2.700 2.734 0.127 -0.125 0.024 -0.11
C -2.833 1.988 1.583 -0.016 0.077 -0.046 -0.11
C 1.790 1.083 -1.460 0.134 0.066 0.108 -0.34
C 1.103 0.824 -2.637 -0.047 -0.068 -0.139 -0.10
C 1.323 1.586 -3.780 -0.025 -0.054 0.126 -0.10
C 2.243 2.622 -3.757 0.064 0.040 0.097 -0.12
C 2.955 2.880 -2.587 -0.086 -0.069 -0.074 -0.10
C 2.736 2.109 -1.456 -0.025 0.002 0.039 -0.11
C 1.833 1.074 1.419 0.026 0.086 -0.105 -0.35
C 2.328 0.524 2.597 0.016 -0.024 0.100 -0.13
C 2.424 1.302 3.746 -0.012 -0.079 -0.126 -0.09
C 2.048 2.638 3.723 -0.017 0.024 -0.036 -0.12
C 1.560 3.198 2.548 0.038 -0.118 0.023 -0.10
C 1.445 2.412 1.409 0.018 0.083 -0.015 -0.12
H -1.012 3.015 -0.277 -0.001 -0.027 -0.004 0.09
H -1.277 4.530 -2.195 0.005 0.011 0.007 0.09
H -2.248 3.692 -4.316 0.003 0.003 -0.003 0.09
H -2.944 1.316 -4.487 -0.004 0.008 -0.004 0.09
H -2.651 -0.200 -2.544 0.001 0.034 -0.008 0.08
H -0.265 0.113 2.754 -0.078 -0.010 -0.036 0.02
H -0.797 1.347 4.784 -0.007 0.013 0.018 0.10
H -2.637 3.023 4.802 0.006 0.001 0.002 0.09
H -3.957 3.407 2.733 -0.017 0.019 -0.002 0.09
H -3.430 2.140 0.691 0.007 -0.018 0.009 0.10
H 0.400 0.001 -2.645 -0.072 0.013 -0.012 0.10
H 0.763 1.369 -4.681 -0.007 0.003 -0.024 0.09
H 2.411 3.226 -4.642 0.001 0.005 -0.007 0.08
H 3.688 3.678 -2.563 0.007 0.011 0.001 0.09
H 3.308 2.299 -0.555 0.005 -0.008 -0.032 0.10
H 2.593 -0.527 2.608 0.021 0.024 0.067 0.03
H 2.778 0.851 4.665 0.006 -0.020 0.008 0.10
H 2.118 3.238 4.623 0.002 0.017 0.003 0.09
H 1.248 4.235 2.527 -0.009 0.019 -0.018 0.09
H 1.058 2.853 0.498 -0.034 -0.010 0.017 0.09
C 1.302 -6.371 -1.366 0.030 -0.035 -0.062 -0.05
N 0.336 -5.748 -0.510 -0.105 0.013 0.172 -0.10
C -0.858 -6.415 -0.047 0.147 -0.108 -0.160 -0.06
C -1.707 -5.242 0.445 -0.121 0.289 0.263 -0.49
O -2.795 -5.381 0.954 -0.058 -0.034 -0.038 0.04
N -1.016 -4.077 0.215 -0.245 -0.007 -0.180 0.09
C 0.108 -4.408 -0.400 0.409 0.243 -0.089 -0.43
N 0.935 -3.499 -0.900 0.055 -0.035 -0.115 0.18
H 1.795 -7.199 -0.853 -0.019 -0.009 0.033 0.08
H 2.071 -5.658 -1.651 -0.008 0.026 0.012 0.08
H 0.848 -6.759 -2.287 -0.045 0.006 -0.001 0.08
H -0.680 -7.116 0.769 0.053 -0.001 0.017 0.13
H -1.370 -6.930 -0.867 -0.021 -0.036 0.021 0.12
H 0.701 -2.510 -0.690 -0.087 -0.226 0.048 0.00
H 1.925 -3.687 -0.922 -0.014 0.112 0.008 0.05
Te 0.432 -2.928 3.209 0.095 -0.072 0.415 -0.24
```
Positions in Å, forces in eV/Å.

Properties
**<S²>**: 2.018
**Multiplicity**: 3
**Energy above the lowest of the compared OMol25 structures with the same formula, charge and spin**: 0.00 kcal/mol
**Charge**: -2

=====

(5)
Entry from OMol25: a structure of composition C23H42CdN2O3P2 at a distorted geometry (ωB97M-V/def2-TZVPD).

Geometry as XYZ:
```
73
Properties=species:S:1:pos:R:3:forces:R:3:lowdin_charge:R:1
P -2.278 0.134 -3.315 0.837 -1.839 -2.701 0.90
P -0.067 -2.425 -1.480 -0.132 -1.793 -3.458 1.00
C -1.438 -1.394 -3.699 -4.006 0.006 0.470 -0.45
C -1.553 -2.361 -2.559 -0.467 -0.135 -0.224 -0.37
H -0.094 -1.080 -4.045 1.361 -0.065 0.000 0.02
H -1.904 -1.801 -4.601 0.170 -0.310 0.020 0.07
H -2.440 -2.177 -1.926 0.121 -0.203 0.197 0.05
H -1.658 -3.371 -2.980 0.008 0.088 0.447 0.09
C 0.406 -4.136 -1.930 0.243 -0.238 0.910 -0.21
H 1.294 -4.440 -1.366 -0.068 -0.170 -0.155 0.05
H 0.622 -4.199 -3.007 -0.110 0.274 0.366 0.07
H -0.437 -4.798 -1.684 0.315 0.054 -0.100 0.06
C -0.688 -2.575 0.221 0.392 0.294 0.651 -0.25
H -0.900 -3.638 0.417 0.130 0.330 -0.092 0.07
H -1.683 -2.052 0.325 0.616 -0.438 -0.492 -0.02
H 0.095 -2.246 0.929 -0.388 -0.129 0.009 0.03
C -2.754 0.578 -5.057 -0.301 0.425 0.179 -0.23
H -2.920 1.662 -5.118 -0.072 -0.225 -0.208 0.05
H -3.676 0.052 -5.356 0.293 0.184 0.272 0.04
H -1.961 0.296 -5.765 -0.279 0.095 0.491 0.04
C -3.931 -0.018 -2.537 -0.783 0.198 0.198 -0.24
H -4.007 -0.912 -1.902 0.105 0.279 -0.031 0.02
H -4.724 -0.077 -3.304 0.244 0.072 0.352 0.04
H -4.080 0.880 -1.917 -0.230 -0.343 -0.084 0.03
Cd -1.487 -0.481 1.661 1.005 1.407 1.169 1.34
C 1.331 -1.522 -2.445 0.989 1.461 1.020 -0.34
C 1.100 -1.328 -3.924 0.337 -0.476 -0.279 -0.25
C 2.098 -0.266 -4.400 0.905 -0.815 0.306 -0.20
C 1.571 1.183 -4.480 0.557 -0.787 -0.476 -0.23
C 0.128 1.239 -4.324 -1.411 0.045 -0.820 -0.22
C -0.586 1.150 -3.117 0.848 2.667 1.834 -0.41
C 0.084 0.592 -1.771 -0.203 0.932 -0.237 -0.18
C 1.442 -0.131 -1.784 -0.191 0.163 0.493 -0.22
C -2.653 1.271 1.840 -0.847 -0.020 -0.359 -0.29
H 2.224 -2.148 -2.280 -0.266 0.099 0.439 0.12
H 1.206 -2.268 -4.483 0.178 0.001 0.148 0.10
H 2.508 -0.604 -5.352 -0.107 0.103 -0.200 0.10
H 2.931 -0.312 -3.693 0.583 0.115 -0.394 0.09
H 2.038 1.864 -3.752 0.378 -0.327 -0.038 0.10
H 1.848 1.573 -5.470 -0.165 0.044 0.271 0.11
H -0.456 1.415 -5.221 0.159 0.693 0.216 0.06
H -1.036 2.135 -2.906 -0.171 -0.329 0.646 0.09
H -0.661 -0.066 -1.267 0.026 0.104 -0.096 0.04
H 0.170 1.443 -1.083 0.052 -0.212 -0.185 0.10
H 2.151 0.538 -2.279 -0.046 -0.439 0.122 0.09
H 1.821 -0.207 -0.749 -0.383 -0.046 -0.357 0.09
H -3.411 1.054 2.605 0.129 0.292 -0.339 -0.05
H -3.099 1.480 0.862 -0.124 0.161 0.411 -0.07
H -1.999 2.094 2.153 -0.003 -0.447 -0.075 -0.03
C 0.617 0.953 7.293 -0.389 0.121 0.130 -0.10
C 1.740 0.516 6.376 0.351 -0.345 -0.272 -0.17
C 1.604 0.914 4.886 -0.251 -0.592 0.329 -0.28
C 1.612 2.452 4.642 0.426 -0.271 -0.442 -0.16
C 0.432 3.269 5.134 -0.237 0.225 0.171 -0.08
C 2.821 0.356 4.126 0.392 -0.224 0.335 -0.38
O 3.846 -0.043 4.650 -0.938 0.590 -0.795 0.10
N 2.644 0.423 2.741 0.247 0.110 -0.192 0.18
C 1.378 0.493 2.148 0.182 0.378 0.004 -0.57
O 1.190 0.960 1.022 0.371 -1.005 1.017 0.01
N 0.380 -0.035 2.920 -0.398 0.072 -0.611 0.02
C 0.337 0.271 4.248 -1.118 -0.223 0.488 -0.45
O -0.710 0.071 4.881 1.182 -0.014 -0.696 0.00
H 0.729 1.995 7.597 -0.068 -0.103 0.082 0.06
H 0.611 0.330 8.191 0.053 0.135 -0.015 0.08
H -0.337 0.817 6.779 0.150 0.146 0.383 0.06
H 2.705 0.892 6.745 -0.201 -0.127 -0.217 0.12
H 1.808 -0.582 6.416 0.071 0.276 -0.104 0.13
H 2.550 2.821 5.083 -0.201 0.008 -0.115 0.13
H 1.701 2.599 3.555 0.024 0.074 0.259 0.11
H 0.516 3.506 6.199 -0.119 -0.069 -0.241 0.06
H 0.423 4.219 4.587 -0.077 -0.147 0.135 0.08
H -0.530 2.767 4.966 0.236 0.094 0.033 0.08
H 3.446 0.438 2.128 0.084 0.087 0.103 0.16
```
Positions in Å, forces in eV/Å.

Properties
**Electronic energy**: -2086.921822 Ha
**Charge**: 0